15
Properties=species:S:1:pos:R:3:lowdin_charge:R:1 method="wB97M-V/def2-TZVPD" e_lumo_ev="0.61 / 0.28" e_tot_ev=-14612.6878 max_force_ev_per_a=3.890 de_lowest_kj_mol=543.4 smiles="C=[PH]=c1cc1.C" homo_lumo_gap_ev="7.587 / 6.555"
C -0.01252 -2.15958 0.39066 -0.379
P -1.27439 -1.13500 -0.30602 0.806
C -1.09680 0.60216 -0.33124 -0.494
C -1.13087 1.64563 0.66481 -0.012
C -1.98223 1.67670 -0.37482 -0.046
H 0.50676 -2.95957 -0.20246 0.001
H 0.35925 -1.69554 1.34564 -0.019
H -1.14133 -1.43858 -1.64765 -0.047
H -0.81144 2.22373 1.54458 0.116
H -2.70141 2.34820 -0.88030 0.120
C 1.86771 0.12712 -0.00496 -0.075
H 1.83052 1.23608 0.19410 0.038
H 2.82214 -0.07655 -0.46011 0.016
H 1.67199 -0.37302 0.88393 -0.034
H 1.09265 -0.02178 -0.81619 0.010


79
Properties=species:S:1:pos:R:3:lowdin_charge:R:1 method="wB97M-V/def2-TZVPD" e_lumo_ev="-15.86 / -15.86" total_charge=+4 e_tot_ev=-87577.5010 max_force_ev_per_a=3.269 de_lowest_kj_mol=94.3 homo_lumo_gap_ev="2.512 / 2.510"
Ce 0.01730 0.77831 0.00505 0.480
P -1.08272 -2.11360 -0.39966 0.758
P 1.94958 -0.86392 -1.72757 0.762
P -2.85936 0.60578 0.84379 0.754
H 0.76652 6.36082 -3.55430 0.097
C 0.26483 6.56653 -2.60575 0.046
C 0.81963 6.35946 -1.40796 -0.011
H 1.84060 5.99220 -1.24758 0.090
C -1.94975 -2.22658 -2.02245 -0.219
C 0.05241 -3.56681 -0.57164 -0.240
C -2.37493 -2.91293 0.65776 -0.239
C 3.13721 0.47968 -2.09519 -0.254
C 3.16658 -2.24851 -1.68939 -0.212
C 1.29591 -1.08124 -3.44787 -0.241
C -3.32774 2.36850 1.08443 -0.257
C -3.60987 -0.08118 2.37821 -0.210
C -4.18401 0.14684 -0.36145 -0.231
H -0.73459 7.01493 -2.64900 0.106
H 0.24325 6.66524 -0.51670 0.106
H -2.34477 -3.24484 -2.14294 0.087
H -1.27024 -2.01116 -2.85425 0.031
H -2.78533 -1.51808 -2.06546 0.034
H -0.56191 -4.47389 -0.68148 0.081
H 0.68109 -3.67694 0.32326 0.038
H 0.70887 -3.49000 -1.44909 0.027
H -2.44254 -3.97323 0.37364 0.080
H -3.37070 -2.46785 0.53926 0.032
H -2.09984 -2.85813 1.71829 0.040
H 3.72776 0.16395 -2.96640 0.084
H 3.79350 0.59755 -1.22426 0.066
H 2.66589 1.44782 -2.30676 -0.005
H 3.49683 -2.52348 -2.70409 0.086
H 2.73059 -3.13453 -1.21503 0.035
H 4.05562 -1.96502 -1.10772 0.070
H 2.12769 -1.10949 -4.16816 0.076
H 0.63111 -0.24244 -3.69305 0.039
H 0.72889 -2.01731 -3.52493 0.044
H -4.42610 2.42345 1.06931 0.076
H -2.91443 3.01216 0.29550 0.007
H -2.95962 2.75363 2.04439 0.071
H -4.55480 0.44112 2.58393 0.085
H -2.93511 0.07650 3.22798 0.041
H -3.81017 -1.15561 2.30009 0.049
H -5.10896 0.66468 -0.06982 0.077
H -4.38296 -0.93183 -0.39814 0.046
H -3.90058 0.47839 -1.36930 0.053
C 0.16806 3.55914 -1.58874 -0.736
C -0.94898 3.69095 -2.44148 -0.053
C -0.78841 3.60273 -3.81861 0.017
C 0.49563 3.41166 -4.34753 0.074
C 1.61975 3.36378 -3.51551 0.007
C 1.46691 3.48305 -2.13362 -0.102
S -0.08135 3.66003 0.10017 0.861
H -0.41319 1.27094 -1.73760 -0.040
H -1.92269 3.90275 -1.97969 0.145
H -1.64945 3.67902 -4.48685 0.154
H 0.63933 3.34360 -5.42493 0.159
H 2.62100 3.26288 -3.94940 0.156
H 2.31207 3.54704 -1.42838 0.147
C 0.09356 0.13827 3.85108 -0.230
P 0.84746 -0.88605 2.51297 0.878
C 2.58844 -0.26298 2.51377 -0.237
C 1.13991 -2.46599 3.45628 -0.360
C 1.94754 -2.51775 4.60359 -0.078
C 2.21667 -3.73375 5.24485 -0.027
C 1.65753 -4.92104 4.77901 -0.020
C 0.77426 -4.88168 3.68786 -0.036
C 0.51183 -3.66045 3.04178 -0.114
H -0.11130 1.16443 3.50553 0.043
H 0.75478 0.18920 4.73038 0.078
H -0.85959 -0.32806 4.14224 0.054
H 2.96957 -0.23743 3.54366 0.066
H 3.20469 -0.94966 1.91418 0.065
H 2.64096 0.74391 2.07080 0.040
H 2.39199 -1.61311 5.01834 0.106
H 2.85479 -3.74865 6.12450 0.131
H 1.87618 -5.88304 5.26246 0.137
H 0.27382 -5.78312 3.33662 0.122
H -0.20238 -3.64956 2.20478 0.054


129
Properties=species:S:1:pos:R:3:lowdin_charge:R:1 method="wB97M-V/def2-TZVPD" e_lumo_ev=-2.45 total_charge=+1 e_tot_ev=-138625.2216 max_force_ev_per_a=0.568 homo_lumo_gap_ev=9.051
C 1.31863 -3.04467 0.27533 -0.104
C 1.60202 -1.97496 -0.77490 -0.226
C 0.37103 -1.33136 -1.46494 -0.182
C -0.99967 -1.63993 -0.89814 -0.197
N -1.44877 -3.03803 -1.12410 0.047
N -2.80570 -3.08047 -1.43865 -0.091
C -3.78289 -2.94609 -0.48814 0.059
C -5.00181 -2.99124 -1.10918 -0.119
C -6.37328 -2.88590 -0.51887 -0.093
C -6.40170 -1.85404 0.61855 -0.138
C -5.99396 -0.46614 0.19300 -0.244
C -4.96886 0.22183 0.85013 -0.041
C -4.63190 1.52450 0.48447 -0.060
C -5.31234 2.15231 -0.55634 -0.068
C -6.33294 1.47585 -1.21987 -0.070
C -6.67273 0.17865 -0.84362 -0.052
N -4.69904 -3.14627 -2.45235 -0.036
O -5.58651 -3.27918 -3.46818 -0.037
C -6.10828 -2.01853 -3.98931 -0.130
C -5.71582 -1.84285 -5.45453 -0.179
C -4.65983 -0.76717 -5.70086 -0.259
C -5.08365 0.62411 -5.21048 -0.097
C -3.37204 -3.19049 -2.65201 -0.535
S -2.49581 -3.35160 -4.13143 0.954
H 0.98209 -3.97578 -0.18049 0.069
H 0.58440 -2.73029 1.01610 0.067
H 2.23768 -3.27599 0.81354 0.060
H 2.20798 -1.18537 -0.33235 0.104
H 2.22713 -2.42267 -1.54803 0.105
H 0.38770 -1.54137 -2.53718 0.109
H 0.45761 -0.24719 -1.37351 0.095
H -1.04178 -1.42899 0.17057 0.114
H -1.71946 -0.96497 -1.37418 0.122
H -0.94785 -3.45032 -1.90478 0.101
H -3.55509 -2.83185 0.55600 0.151
H -7.10027 -2.65202 -1.29407 0.110
H -6.64998 -3.86860 -0.13050 0.133
H -5.76852 -2.19326 1.43790 0.113
H -7.42482 -1.80268 0.99631 0.130
H -4.44706 -0.25705 1.67067 0.110
H -3.85440 2.07886 0.99589 0.103
H -5.07175 3.16589 -0.84625 0.090
H -6.87975 1.96163 -2.01516 0.091
H -7.49324 -0.32092 -1.34635 0.111
H -7.18917 -2.06730 -3.86129 0.128
H -5.74772 -1.19918 -3.36769 0.116
H -6.60482 -1.59628 -6.03668 0.120
H -5.36053 -2.80848 -5.82011 0.111
H -4.46741 -0.72461 -6.77351 0.110
H -3.70804 -1.04011 -5.23886 0.062
H -4.71046 1.39469 -5.88488 0.078
H -6.16827 0.72290 -5.15116 0.074
H -4.66003 0.85317 -4.23430 0.065
H -3.25433 -4.34508 -4.61428 -0.076
O -1.20587 3.55992 1.93593 -0.285
S 0.01367 3.76832 1.21051 0.552
O 1.25773 3.80785 1.91126 -0.267
O -0.13966 5.04654 0.29606 -0.264
C -0.60920 6.27704 0.91735 -0.235
C 0.47359 6.98057 1.70195 -0.080
C 0.12897 2.58475 -0.08706 -0.132
H -1.47815 6.04570 1.53424 0.113
H -0.94566 6.87874 0.07607 0.122
H 0.76081 6.41959 2.58921 0.073
H 0.11848 7.96023 2.02025 0.088
H 1.36716 7.11782 1.09558 0.082
H -0.80813 2.57755 -0.63768 0.071
H 0.30497 1.62169 0.38884 0.064
H 0.96247 2.84438 -0.73431 0.078
O -5.87566 4.83194 -2.56678 -0.291
S -6.76825 5.39929 -3.53708 0.557
O -6.26353 5.71599 -4.83575 -0.266
O -7.47715 6.66032 -2.90270 -0.261
C -6.63680 7.66901 -2.27977 -0.238
C -5.97786 8.57833 -3.29323 -0.068
C -8.20179 4.39272 -3.69840 -0.121
H -5.90703 7.17098 -1.64105 0.112
H -7.32049 8.22162 -1.64002 0.124
H -5.23699 8.04579 -3.88750 0.074
H -5.48041 9.39681 -2.77308 0.084
H -6.71997 8.99404 -3.97374 0.087
H -8.60041 4.18661 -2.70872 0.076
H -7.88599 3.47497 -4.19046 0.067
H -8.92699 4.91895 -4.31278 0.078
O 6.91632 -3.23589 1.44649 -0.268
S 6.11012 -4.40907 1.59066 0.567
O 4.69637 -4.30707 1.37678 -0.290
O 6.38137 -5.04085 3.02503 -0.276
C 6.31812 -4.15024 4.16728 -0.244
C 4.89684 -3.85084 4.59207 -0.071
C 6.76192 -5.73042 0.63930 -0.123
H 6.87404 -3.24159 3.93561 0.115
H 6.85641 -4.68143 4.94925 0.122
H 4.37674 -3.25161 3.84639 0.070
H 4.90909 -3.29908 5.53206 0.083
H 4.33696 -4.77507 4.73338 0.085
H 7.82322 -5.82292 0.84886 0.063
H 6.60354 -5.48617 -0.40833 0.083
H 6.23223 -6.64318 0.89736 0.078
O 8.90600 -8.26573 0.39569 -0.288
S 9.57525 -8.58372 1.62469 0.561
O 10.87577 -8.04810 1.87526 -0.265
O 9.59494 -10.15644 1.80565 -0.263
C 10.10206 -10.95237 0.70270 -0.242
C 11.61391 -10.96164 0.64256 -0.069
C 8.52148 -8.21235 2.98437 -0.117
H 9.65920 -10.58918 -0.22510 0.112
H 9.70997 -11.94850 0.89412 0.122
H 12.00966 -9.98288 0.37670 0.074
H 11.94093 -11.68202 -0.10728 0.083
H 12.03318 -11.24351 1.60778 0.086
H 7.54642 -8.65695 2.80602 0.078
H 8.44412 -7.12805 3.04094 0.063
H 8.97404 -8.60671 3.88993 0.078
O 5.21384 9.23975 3.55843 -0.270
S 4.46783 8.01879 3.53921 0.565
O 3.09063 8.04780 3.14902 -0.282
O 4.60236 7.31239 4.95272 -0.263
C 4.33345 8.11732 6.12765 -0.245
C 2.85197 8.29598 6.38050 -0.071
C 5.31160 6.80144 2.59350 -0.117
H 4.84693 9.07351 6.02445 0.114
H 4.80657 7.56862 6.93879 0.122
H 2.38754 8.91009 5.61061 0.072
H 2.70568 8.78197 7.34526 0.082
H 2.34729 7.33017 6.39207 0.084
H 6.34463 6.75513 2.92538 0.076
H 5.25567 7.11976 1.55502 0.077
H 4.80789 5.84774 2.72715 0.076


63
Properties=species:S:1:pos:R:3:lowdin_charge:R:1 method="wB97M-V/def2-TZVPD" e_lumo_ev=-1.83 e_tot_ev=-119671.9944 max_force_ev_per_a=13.328 homo_lumo_gap_ev=6.216
C 3.53430 -2.07352 2.03195 -0.062
C 2.72670 -3.42889 1.58727 -0.258
C 1.06370 -3.26232 1.65306 -0.130
O 0.61073 -2.35614 2.71837 -0.104
C -0.75676 -1.84315 2.46200 -0.307
O -1.60269 -2.35061 1.53481 -0.052
C -1.33332 -0.62165 3.38872 -0.486
S -0.91266 1.10279 2.80628 0.448
Ta -1.17029 1.38793 0.28156 1.220
C -0.34913 3.54544 0.53540 -0.419
C 1.16276 3.79017 -0.03901 -0.253
C 1.43572 5.41604 -0.04501 -0.294
N 2.87873 5.94426 -0.13007 0.027
O 0.48628 6.36487 0.06464 -0.030
P -1.21085 1.82798 -2.28274 0.524
P -1.58433 0.02269 -3.43873 0.396
O -2.87154 0.23454 -4.36594 -0.446
O -1.85898 -1.42084 -2.50684 -0.326
O -0.22848 -0.34071 -4.51618 -0.320
P 1.16337 0.32402 -0.00873 0.123
S 1.27107 -0.99405 -1.48741 -0.029
C -3.32755 2.32303 0.48065 -0.360
F -3.24143 3.19225 1.71318 -0.113
F -3.65833 3.24959 -0.63360 -0.094
C -4.48861 1.21055 0.79357 -0.174
F -5.63247 1.97046 1.42369 -0.004
F -3.99532 0.28727 1.84057 -0.023
C -5.11725 0.46418 -0.52258 -0.095
F -6.45497 1.10959 -0.80001 0.027
F -4.32967 0.62214 -1.76871 0.004
C -5.42991 -1.13729 -0.33004 -0.134
F -6.54223 -1.34827 0.65422 0.040
F -4.24728 -1.97269 -0.02161 0.041
F -5.96770 -1.61706 -1.65772 0.023
O 3.01677 -3.91616 0.23061 -0.091
C 4.43157 -3.76113 -0.13678 -0.283
O 5.49116 -4.16697 0.56913 0.017
C 4.71539 -3.05413 -1.62607 -0.683
S 4.91219 -1.19197 -1.54330 0.646
H 3.06843 -1.49669 2.94611 0.104
H 4.61462 -2.42537 2.37669 0.097
H 3.71189 -1.30452 1.14458 0.064
H 2.99018 -4.31107 2.33236 0.166
H 0.66067 -4.36314 1.82053 0.153
H 0.74409 -2.95613 0.56803 0.098
H -2.47689 -0.82897 3.57048 0.103
H -0.81815 -0.74832 4.45856 0.098
H -2.01394 -0.24434 0.05005 -0.080
H -1.06755 4.27009 -0.08178 0.078
H -0.47883 3.84033 1.66026 0.061
H 1.41523 3.24882 -1.04476 0.068
H 1.91554 3.34156 0.77158 0.107
H 3.42708 5.67912 0.71947 0.075
H 3.38216 5.52830 -0.94371 0.069
H 0.16187 2.21947 -2.63197 -0.124
H -2.66701 -1.31635 -1.92427 0.031
H -0.19746 -1.34410 -4.70244 0.075
H 1.45351 -0.41627 1.19154 -0.104
H 2.25399 1.23615 -0.22616 -0.082
H 5.61119 -3.54905 -2.19889 0.100
H 3.74319 -3.30738 -2.27060 -0.497
H 4.81970 -0.65166 -2.86153 -0.088
Cs 3.15777 -3.63271 -3.63271 1.460